Computed, not measured: a cluster of 14 separate species, C97H222N14O17 in total, with the ωB97M-V functional and the def2-TZVPD basis.

The geometry in XYZ format:
```
350
Properties=species:S:1:pos:R:3:forces:R:3
C 3.452406 -5.835701 -2.273003 -0.5 0.1 -1.5
C 2.532076 -4.577307 -2.370717 -0.4 -2.5 1.4
C 1.033740 -4.937821 -2.191765 0.0 0.7 -0.9
O 0.223873 -3.699215 -2.280917 0.8 -1.7 -0.4
C -1.146395 -4.046494 -2.370990 -0.3 0.3 1.2
N 2.938119 -3.766596 -1.292034 -0.1 2.3 0.6
H 3.221125 -6.492467 -3.111617 0.3 -0.1 -0.2
H 3.391370 -6.472758 -1.390659 -0.7 0.5 0.4
H 4.497519 -5.528034 -2.307262 0.0 0.1 -0.3
H 2.657449 -3.987131 -3.278504 0.1 -0.4 -0.4
H 0.873920 -5.450089 -1.243009 0.0 0.3 0.5
H 0.700621 -5.678269 -2.918998 -0.2 0.2 -0.6
H -1.771344 -3.164163 -2.232991 0.2 0.3 -0.4
H -1.390662 -4.627466 -1.481663 -0.2 -0.6 0.0
H -1.464105 -4.580999 -3.266239 0.4 0.0 -0.2
H 2.970206 -4.186182 -0.373873 -0.1 -0.6 0.0
H 2.188510 -3.092021 -1.236159 0.3 0.8 0.6
C 0.236664 6.142072 -1.881994 0.9 -0.7 -0.3
C -0.019386 4.811153 -2.625312 -0.3 -0.3 -0.3
C 1.248832 3.958301 -2.820943 0.4 1.1 0.8
O 0.989527 2.733686 -3.427696 0.3 -0.7 -1.4
C 2.140646 2.193674 -4.113528 -0.1 -0.1 1.1
N -1.002903 4.019849 -1.851838 0.1 0.7 -0.1
H -0.633644 6.586229 -1.398885 -0.1 -0.3 -0.2
H 0.668562 6.855938 -2.583394 0.0 0.1 0.1
H 0.990011 5.948313 -1.118437 0.1 0.2 0.3
H -0.317929 5.094348 -3.634657 -0.8 -0.4 0.1
H 1.624975 3.824457 -1.806693 0.3 -0.4 0.5
H 2.070601 4.465282 -3.326688 -0.1 0.5 -0.4
H 2.021933 1.112676 -4.187364 -0.2 0.0 0.0
H 3.027712 2.382592 -3.508938 0.2 -0.1 0.2
H 2.387777 2.582878 -5.101226 -0.7 0.4 -0.2
H -0.445689 3.625941 -1.107234 -0.1 -0.1 0.6
H -1.409190 3.202075 -2.283444 0.3 0.0 -0.7
C -0.269513 -4.194732 2.534212 -0.5 0.9 0.2
C -0.189855 -2.801927 1.803521 -0.4 -0.7 0.8
C 0.111872 -1.651999 2.761417 -0.5 0.2 -0.8
O -1.174427 -1.170560 3.213723 0.7 -0.2 0.6
C -1.195532 -0.101812 4.161425 0.3 -0.4 0.0
N 0.804373 -3.013769 0.788385 0.7 -0.6 0.1
H -0.804528 -4.227685 3.483305 -0.6 0.5 -0.2
H 0.710425 -4.562405 2.838557 0.3 0.1 -0.6
H -0.755280 -4.900038 1.859922 0.1 -0.2 0.0
H -1.134810 -2.545509 1.324554 -0.5 -0.2 0.3
H 0.588289 -0.801393 2.273965 0.3 0.0 -0.3
H 0.822455 -2.060006 3.480237 -0.3 0.4 0.9
H -2.214253 -0.088172 4.548883 0.1 0.1 0.1
H -0.944632 0.877715 3.754403 -0.1 0.0 -0.6
H -0.470868 -0.240847 4.963687 -0.1 -0.4 0.2
H 0.422218 -3.777434 0.249067 0.3 -0.2 -0.3
H 0.957509 -2.255180 0.139392 0.0 0.6 0.0
C 5.433130 -3.271848 -4.709060 0.3 0.0 0.6
C 5.585354 -2.202158 -3.598942 -0.4 -0.4 0.6
C 4.408347 -1.145046 -3.394627 0.6 -1.8 -1.1
O 4.615110 -0.412410 -2.234351 0.0 0.4 0.2
C 5.731576 0.431855 -2.366524 1.0 0.5 1.9
N 5.727881 -2.916586 -2.258637 0.5 0.9 -1.6
H 6.308042 -3.921522 -4.685544 0.3 0.1 0.3
H 5.428359 -2.908024 -5.736529 -0.5 0.3 0.1
H 4.629043 -3.978617 -4.504060 -0.4 0.3 -0.2
H 6.525712 -1.688983 -3.800116 0.0 0.1 0.1
H 3.556313 -1.818362 -3.300955 -0.5 0.3 0.4
H 4.168292 -0.409775 -4.162647 0.4 -0.3 -0.8
H 5.857208 1.036023 -3.265016 -0.7 0.0 -0.2
H 6.691804 -0.055954 -2.198823 0.1 -0.7 -0.4
H 5.721408 1.043878 -1.464624 -0.3 0.6 -0.2
H 4.828339 -3.304236 -2.012346 -0.5 -0.4 -0.1
H 5.763908 -2.154495 -1.596802 0.3 0.1 0.4
C 4.538143 4.046634 -0.158563 0.3 -1.0 0.8
O 5.911722 3.868921 0.157001 0.1 0.6 0.1
C 6.282194 3.923468 1.562421 -0.5 -0.1 -2.0
C 7.659277 3.350777 1.596021 -0.4 -0.6 0.9
N 7.628103 1.927954 1.419440 0.2 -1.3 0.3
C 8.849928 1.227587 1.731142 -0.8 -1.2 0.0
C 8.611054 -0.315327 1.488108 0.4 1.8 0.8
O 8.040584 -0.497644 0.221685 0.9 -1.0 -0.9
C 8.284834 -1.829769 -0.258194 -1.3 0.1 -0.6
H 4.348418 3.872198 -1.217658 0.5 0.5 -0.2
H 4.158188 5.005913 0.192925 -0.1 0.1 -0.1
H 4.018927 3.210146 0.309198 -0.6 0.2 0.4
H 5.606122 3.307379 2.155255 -0.1 -0.2 0.0
H 6.275123 4.932820 1.973837 -0.1 0.3 -0.3
H 7.886170 3.480663 2.654205 0.9 0.2 0.1
H 8.381207 3.864205 0.960950 0.0 0.3 -0.1
H 7.282156 1.477597 0.584219 -0.4 1.0 -0.4
H 9.135452 1.423113 2.764747 0.0 -0.2 0.2
H 9.702970 1.534836 1.126137 0.2 0.1 -0.4
H 7.905447 -0.759229 2.190367 0.2 0.1 0.6
H 9.605982 -0.747047 1.596862 0.0 -0.5 -0.2
H 7.809295 -2.587534 0.364498 0.2 0.0 0.6
H 9.318559 -2.112277 -0.457414 0.3 0.5 0.3
H 7.726833 -1.957517 -1.185786 0.3 0.3 -0.2
C 4.607406 0.359385 2.852655 -1.1 1.4 0.3
O 3.437902 0.723665 2.065345 1.9 0.3 -0.6
C 3.304733 -0.120758 0.898101 -2.8 -0.3 1.7
C 2.072731 0.361765 0.031664 2.3 -0.1 -0.2
N 1.752508 -0.706515 -0.899137 -1.0 -0.8 0.7
C 0.577111 -0.494824 -1.769821 1.4 1.0 1.0
C -0.764186 -0.496619 -1.027994 0.4 0.5 -2.1
O -1.509558 0.606662 -1.578118 0.4 -0.3 1.0
C -2.847858 0.587446 -1.166754 -1.2 0.0 -1.2
H 4.591102 1.127737 3.625619 0.5 0.4 -0.1
H 5.537030 0.391052 2.284430 -0.1 0.0 -0.1
H 4.521934 -0.516963 3.495157 -0.4 -0.8 -0.8
H 3.029919 -1.000660 1.479763 -0.1 -1.1 -1.2
H 4.152355 -0.327179 0.244626 0.4 0.5 0.3
H 2.492880 1.181685 -0.550848 -0.2 0.7 -0.1
H 1.237675 0.761916 0.606687 0.0 -0.5 0.2
H 2.580344 -0.917759 -1.437801 0.0 0.1 -0.1
H 0.608471 -1.301314 -2.502401 -0.1 0.4 -0.3
H 0.692149 0.515465 -2.162487 -0.3 0.0 -0.9
H -0.639395 -0.407127 0.051133 -0.4 -0.4 0.1
H -1.224755 -1.369380 -1.490877 -0.6 -0.5 1.4
H -3.403345 1.053666 -1.980492 -0.1 0.4 0.0
H -3.124782 1.093234 -0.241761 0.6 0.1 0.3
H -3.299828 -0.404215 -1.146034 0.4 -0.5 0.2
C -7.598559 2.151585 -6.664354 -0.1 -0.1 1.0
O -6.311332 2.450200 -6.251029 2.8 1.1 0.9
C -6.120257 3.653785 -5.365493 -0.5 -1.5 -1.6
C -4.681530 3.727641 -4.831479 1.0 -0.3 -0.8
N -3.705210 4.080853 -5.889336 -1.1 1.4 0.2
C -2.305798 4.113072 -5.446471 0.3 -0.9 -2.1
C -1.350973 4.920150 -6.448690 -1.4 0.3 2.5
O -1.140917 4.289950 -7.646451 -0.1 -1.1 -0.1
C -0.523634 5.087215 -8.603018 -0.5 0.1 -1.0
H -8.140422 1.873564 -5.760359 -0.7 -0.1 0.0
H -7.469433 1.258043 -7.275089 -0.5 0.2 -0.4
H -8.100613 2.995382 -7.137698 -0.1 -0.1 -0.4
H -6.927974 3.536706 -4.642998 0.3 0.4 0.6
H -6.333106 4.469805 -6.056075 0.1 0.5 0.4
H -4.378749 2.793278 -4.358829 -0.4 -0.6 0.0
H -4.486116 4.445790 -4.035131 -0.8 0.4 0.0
H -3.857805 3.521872 -6.716590 0.3 -0.2 0.1
H -2.053655 3.053750 -5.495176 1.1 -0.1 0.7
H -2.218107 4.508538 -4.434531 -0.1 0.0 -0.1
H -0.378945 5.159541 -6.017448 0.2 -0.2 0.6
H -1.866903 5.878408 -6.509169 -0.2 0.4 -0.7
H 0.354034 5.671525 -8.326656 0.3 -0.3 0.7
H -1.259058 5.816388 -8.942952 0.0 0.2 -0.4
H -0.240465 4.404168 -9.403857 0.0 0.3 -0.2
C -4.857572 -2.253037 -3.499160 0.9 0.8 0.1
C -6.129655 -1.870423 -4.336022 0.7 -2.0 -0.1
C -7.196866 -2.960127 -4.092432 -0.6 -0.2 -1.5
C -7.881653 -2.919032 -2.792255 0.1 0.1 1.3
C -8.372482 -1.512625 -2.480234 0.2 -0.8 1.3
C -7.353018 -0.416118 -2.702534 -1.0 1.4 1.7
N -6.715281 -0.587915 -3.983509 0.0 0.1 -0.4
O -5.756112 0.463872 -4.178255 -0.4 -0.7 0.0
C -8.193738 0.962989 -2.722393 1.0 -1.6 -0.2
C -6.395509 -0.382287 -1.456750 0.7 1.2 -0.6
C -5.791523 -1.958515 -5.881880 -0.2 1.0 0.6
H -4.272383 -1.387422 -3.188731 -0.3 0.6 -0.1
H -4.063613 -2.788002 -4.020258 -0.5 -0.5 -0.5
H -5.014244 -2.758166 -2.546066 -0.5 -0.3 -0.2
H -8.010732 -2.816053 -4.803040 0.2 0.0 -0.7
H -6.764742 -3.942850 -4.281203 0.2 0.0 -0.1
H -7.178394 -3.299825 -2.051630 0.1 0.4 0.6
H -8.745659 -3.570155 -2.659429 0.0 -0.3 -0.6
H -8.482274 -1.570093 -1.397292 -0.6 0.5 0.1
H -9.358820 -1.296461 -2.890741 0.1 0.0 -0.4
H -8.894444 0.885383 -3.553712 0.2 0.3 -0.2
H -8.797572 1.082738 -1.822864 0.3 -0.2 0.1
H -7.489001 1.789077 -2.817365 -0.2 0.1 -0.1
H -5.694900 -1.213551 -1.377695 -0.4 0.0 0.1
H -5.779923 0.514724 -1.524030 0.5 0.0 -0.6
H -6.825769 -0.134612 -0.486375 -0.8 -0.8 -0.1
H -6.675514 -1.905461 -6.517366 -0.4 0.1 0.3
H -5.268288 -2.853749 -6.217883 0.1 -0.1 0.6
H -5.189717 -1.096247 -6.168955 0.3 0.0 0.0
H -6.028690 0.661513 -5.077272 0.5 1.1 -0.3
C -4.873170 -4.797259 1.750724 0.9 0.3 0.8
C -4.968618 -3.214259 1.887600 -1.8 -1.2 0.7
C -6.490283 -2.874271 1.672157 -0.4 0.6 1.3
C -7.461323 -3.293739 2.839439 1.1 0.5 -2.0
C -7.025517 -2.668545 4.136459 1.3 -0.4 -0.2
C -5.452562 -2.828354 4.423897 0.7 -0.4 0.5
N -4.556174 -2.668200 3.234468 -1.3 0.1 -1.9
O -3.203936 -3.051550 3.492647 -1.2 -0.4 0.3
C -5.011146 -1.716052 5.365861 0.3 0.6 0.1
C -5.145328 -4.126985 5.168849 -1.0 -0.7 0.3
C -4.163377 -2.498418 0.803899 0.3 -1.5 0.0
H -5.410166 -5.431686 2.455864 -0.8 0.7 0.3
H -3.871149 -5.115917 2.037989 0.5 0.2 -0.6
H -5.167138 -5.204353 0.783275 0.3 0.4 -0.3
H -6.589354 -1.792510 1.582254 0.2 0.4 0.2
H -6.948806 -3.202801 0.739465 0.7 -0.6 -0.3
H -7.548649 -4.380108 2.856380 0.2 -0.1 0.4
H -8.438017 -2.931491 2.518596 -0.2 0.1 0.3
H -7.665257 -3.158860 4.870231 0.6 0.1 0.8
H -7.243993 -1.601717 4.183742 -0.1 0.0 -0.3
H -4.891518 -0.768869 4.839899 -0.6 0.2 -0.1
H -5.683240 -1.609088 6.217305 0.0 0.1 0.0
H -4.004614 -1.885976 5.748106 0.0 -0.4 0.2
H -4.104519 -4.373217 5.379092 0.1 0.5 -0.4
H -5.642046 -4.041535 6.135319 -0.1 -0.2 0.2
H -5.583737 -4.992008 4.671222 -0.1 -0.1 -0.1
H -4.656647 -2.710268 -0.144739 -0.4 0.8 -0.1
H -3.231908 -3.032414 0.616012 0.5 0.2 0.5
H -3.966091 -1.462102 1.078161 -0.3 0.0 -0.4
H -2.745608 -2.208667 3.525581 0.5 0.2 -0.2
C 1.122239 4.507210 2.034482 -0.5 0.3 0.6
C 1.763312 4.620650 3.464710 -1.1 0.2 -1.0
C 3.293907 4.401122 3.284268 -1.1 0.0 0.8
C 4.086906 4.703996 4.541282 -0.8 0.8 0.8
C 3.721869 6.204207 4.901815 0.5 -1.6 -0.6
C 2.201483 6.517560 5.153018 1.7 -0.9 0.3
N 1.478452 6.026859 3.975589 3.4 -1.5 -0.4
O 0.160171 6.343599 4.076718 -1.7 0.3 -0.2
C 1.669429 5.984393 6.529421 1.1 0.3 -0.5
C 2.238701 8.033756 5.150855 -2.7 1.2 0.3
C 1.161212 3.464376 4.303989 0.3 1.1 0.2
H 1.200909 3.507244 1.607885 0.8 0.0 0.0
H 1.467105 5.293072 1.362483 0.4 -0.2 -0.1
H 0.036637 4.605105 2.033787 -0.2 0.4 0.6
H 3.331604 3.343821 3.021969 0.5 0.0 -0.5
H 3.654342 5.067993 2.501023 0.0 -0.3 -0.3
H 5.139449 4.453577 4.408859 0.3 0.8 -0.3
H 3.856765 4.023045 5.360689 -0.6 0.0 0.2
H 3.977646 6.742796 3.989341 0.0 0.3 -0.1
H 4.370961 6.637285 5.662875 -0.3 -0.2 0.4
H 1.923890 6.756314 7.255702 -0.2 -0.1 0.3
H 0.605326 5.753404 6.578784 0.1 0.2 -0.3
H 2.238884 5.099214 6.812749 -0.1 -0.2 0.0
H 2.924366 8.551178 5.821868 0.6 -0.5 -0.4
H 2.121926 8.475792 4.161370 1.1 -0.2 -0.3
H 1.293577 8.397978 5.553568 -0.5 -0.1 0.4
H 1.341767 2.499332 3.830504 0.2 0.0 0.0
H 0.082175 3.562480 4.423003 0.0 0.2 0.0
H 1.635449 3.534845 5.282885 -0.2 -0.5 0.1
H 0.169603 7.081649 3.462877 -1.0 0.2 0.0
C -8.089752 4.658057 1.925183 0.0 -2.1 0.3
C -7.404732 4.206107 0.598680 -0.1 0.7 -1.1
C -8.076233 5.119228 -0.487220 1.1 0.2 -0.7
C -7.300386 5.329408 -1.870089 0.5 0.4 2.2
C -5.828103 5.726496 -1.479095 -0.7 -0.6 0.0
C -5.123913 4.703211 -0.503792 -1.2 1.3 0.4
N -5.971327 4.470147 0.723309 -0.6 2.4 -1.8
O -5.366778 3.718991 1.733566 0.3 -0.5 -0.3
C -4.833090 3.445177 -1.308509 0.6 -0.1 0.1
C -3.832056 5.414041 -0.052131 0.2 -0.2 0.2
C -7.696125 2.736231 0.181179 0.0 0.5 0.5
H -7.925518 3.836167 2.622052 -0.1 -0.1 0.3
H -9.172762 4.699506 1.809156 0.0 0.2 -0.2
H -7.729427 5.527880 2.474438 0.2 0.3 -0.8
H -9.090367 4.765847 -0.673681 0.1 -0.4 0.0
H -8.258185 6.060751 0.030965 0.4 0.5 -0.5
H -7.829667 6.130737 -2.385685 0.3 0.1 -0.1
H -7.298344 4.475240 -2.547210 -0.2 -0.3 0.3
H -5.797310 6.759103 -1.131444 -0.2 -0.1 0.7
H -5.151991 5.782033 -2.332262 -0.1 -0.3 -0.4
H -5.598673 3.169915 -2.033917 -0.3 -0.1 0.3
H -3.946885 3.593864 -1.925465 0.3 0.0 0.2
H -4.635769 2.642945 -0.597464 0.0 -0.2 -0.2
H -3.173403 4.713341 0.460976 0.4 -0.1 -0.5
H -3.361915 5.920899 -0.894843 0.4 -0.7 -0.3
H -3.907323 6.249980 0.643309 -1.0 0.0 0.3
H -8.525505 2.715823 -0.525796 -0.6 -0.2 0.8
H -7.820630 2.211953 1.128668 -0.4 -0.7 -0.4
H -6.927801 2.264658 -0.431513 0.4 0.3 0.5
H -4.841180 4.406040 2.149873 0.1 -0.2 0.5
C 2.527615 -7.026399 3.505794 -1.4 1.8 -0.6
C 3.959772 -6.528478 3.507640 0.9 -2.8 1.1
C 4.691413 -7.604199 2.593509 0.6 0.4 -0.3
C 6.046854 -7.171679 2.057963 -1.0 1.0 0.2
C 5.916989 -5.758967 1.451058 0.9 -0.6 0.9
C 5.354442 -4.692506 2.439001 0.2 0.7 -1.2
N 4.087977 -5.197642 2.993649 -0.4 0.9 -2.1
O 3.464835 -4.204655 3.796838 0.4 -0.5 0.4
C 6.339060 -4.314174 3.524412 1.1 -0.4 0.0
C 5.173578 -3.364053 1.507426 -0.9 -1.0 1.5
C 4.490353 -6.742037 4.956425 0.6 0.2 -0.6
H 1.884326 -6.463405 4.182052 0.2 -0.1 0.6
H 2.331109 -8.090494 3.636909 0.5 0.1 0.0
H 2.139238 -6.659055 2.555892 -0.2 -0.6 -0.5
H 4.831608 -8.544828 3.126117 -0.2 0.1 0.5
H 4.130607 -7.925214 1.715701 -0.7 0.5 0.0
H 6.378647 -7.869425 1.289080 0.3 0.0 0.2
H 6.748687 -7.100923 2.888949 0.3 -0.2 -0.1
H 5.389036 -5.760687 0.497453 -0.3 0.0 0.1
H 6.959813 -5.524370 1.237521 0.0 0.7 -0.3
H 6.650123 -5.136859 4.168252 -0.2 -0.1 0.0
H 7.254345 -4.043266 2.998142 0.2 0.5 0.2
H 6.006957 -3.502679 4.171929 -0.1 0.1 -0.2
H 5.793133 -3.355708 0.610660 -0.2 -0.5 0.0
H 4.108681 -3.302490 1.283132 0.0 0.0 -0.5
H 5.399638 -2.438825 2.037469 0.1 -0.1 0.3
H 4.000028 -6.072148 5.662775 -0.1 -0.1 0.0
H 5.565593 -6.571042 5.008532 0.0 0.1 0.1
H 4.360481 -7.793784 5.211503 -0.3 0.1 0.3
H 2.764366 -3.866551 3.234146 -0.2 0.1 -0.2
C -0.798544 0.061976 -9.273921 0.8 -0.1 0.0
C -0.425626 -0.330240 -7.851225 0.7 -1.7 0.4
C -1.102712 0.645779 -6.875197 1.1 0.3 0.7
C -1.074165 0.215272 -5.379074 -1.0 -0.3 -1.8
C -1.711216 -1.194260 -5.290267 0.6 0.7 0.5
C -1.053493 -2.256509 -6.209069 -0.6 0.1 -0.2
N -0.979960 -1.663474 -7.583714 -1.3 -1.0 0.1
O -0.737622 -2.665008 -8.630017 -0.1 1.4 1.4
C 0.285196 -2.687916 -5.644713 0.3 0.4 0.3
C -1.967332 -3.470495 -6.273133 -1.0 -0.2 -0.9
C 1.150250 -0.322262 -7.694628 -0.8 0.4 0.7
H -0.570117 1.127540 -9.251834 -0.3 0.2 -0.8
H -1.807371 -0.190966 -9.600078 -0.2 0.3 0.6
H -0.168423 -0.474022 -9.983671 0.3 0.3 0.0
H -0.557370 1.588632 -6.916892 0.1 0.2 -0.3
H -2.091396 0.887914 -7.265038 -0.3 -0.3 0.3
H -1.625873 0.973424 -4.823275 -0.2 -0.3 0.2
H -0.067423 0.272273 -4.965143 0.1 -0.3 -0.1
H -2.783788 -1.177463 -5.483699 0.0 0.3 -0.3
H -1.616397 -1.451216 -4.235247 0.0 -0.7 0.1
H 0.214760 -3.284229 -4.735022 -0.4 0.0 0.1
H 0.845420 -3.302226 -6.349607 0.2 0.3 -0.2
H 0.778637 -1.756288 -5.367825 0.7 -0.3 -0.1
H -1.543968 -4.246109 -6.911313 0.2 -0.2 0.4
H -2.336949 -3.858863 -5.324104 0.7 0.0 0.3
H -2.904093 -3.243411 -6.782060 0.0 0.5 -0.2
H 1.673504 -1.209725 -8.050613 -0.2 0.1 -0.9
H 1.461354 -0.367313 -6.650932 -0.3 0.4 0.3
H 1.520286 0.622787 -8.092192 0.4 -0.2 -0.3
H 0.199051 -2.866290 -8.568956 0.5 -0.2 0.0
C 3.787095 -2.844580 7.065518 -0.3 0.6 -0.4
C 4.425951 -1.762612 7.965503 2.1 -1.2 -0.3
C 5.896495 -1.478964 7.432296 -0.9 0.7 1.1
C 5.968370 -0.472557 6.318591 0.0 -0.4 -0.9
C 5.320417 0.839410 6.722588 0.8 -0.2 -0.2
C 3.896855 0.702255 7.188056 -3.3 0.8 -0.5
N 3.659924 -0.484747 8.081408 3.8 -0.4 -0.2
O 2.399252 -0.717043 8.547926 -1.4 0.2 -0.1
C 3.537090 2.031156 7.958865 0.7 -1.2 0.7
C 2.852405 0.652884 5.950796 1.3 -1.1 0.3
C 4.751276 -2.493216 9.333536 -1.3 0.8 0.1
H 3.950038 -2.613587 6.012815 -0.4 0.3 -0.2
H 2.723981 -2.915331 7.295476 -0.1 0.0 -0.2
H 4.202743 -3.848761 7.148970 0.3 0.1 0.6
H 6.417046 -1.035140 8.280906 0.2 0.1 0.2
H 6.420983 -2.419607 7.264319 -0.3 -0.1 -0.4
H 5.498095 -0.873179 5.420568 -0.5 -0.1 -0.1
H 6.991986 -0.348718 5.965096 0.2 0.3 0.3
H 5.368522 1.551505 5.898752 -0.4 0.0 -0.3
H 5.922891 1.351648 7.472749 0.1 -0.3 0.5
H 3.784220 2.925027 7.386143 -0.5 -0.1 -0.3
H 2.532761 2.018787 8.382254 -0.2 0.2 -0.6
H 4.174905 2.096517 8.840359 0.3 -0.1 0.1
H 3.200917 -0.002107 5.152283 0.4 -0.4 0.1
H 1.940685 0.155356 6.281448 -0.2 0.6 0.2
H 2.692627 1.572145 5.387311 -0.2 0.3 0.7
H 3.890519 -3.032769 9.728637 -0.4 0.1 0.0
H 5.049301 -1.778543 10.100688 0.2 0.1 0.0
H 5.507415 -3.274882 9.260464 0.2 0.3 -0.5
H 2.464471 -0.559268 9.492625 -0.1 0.1 0.2
```
Positions in Å, forces in eV/Å.

Summary:
calculated total energy	-159838.4227	eV